## one
This record from the OMol25 dataset describes an isolated molecule of C24H31N3O5S. The level of theory is the ωB97M-V functional and the def2-TZVPD basis.

Each line ends with the Mulliken charge.
Cartesian coordinates (Å):
C1 -5.044 -3.586 0.917  -1.30
C2 -4.218 -2.304 1.040  -1.20
C3 -3.049 -2.344 0.098  1.10
C4 -3.174 -1.881 -1.208  -0.64
C5 -2.108 -1.961 -2.082  -0.38
C6 -0.897 -2.502 -1.676  -0.60
C7 -0.763 -2.964 -0.373  0.51
O1 0.395 -3.486 0.162  -0.54
C8 1.538 -3.544 -0.657  -0.72
C9 2.059 -2.159 -1.062  0.54
O2 2.689 -1.972 -2.078  -0.66
N1 1.796 -1.207 -0.133  0.36
C10 1.721 0.187 -0.446  0.17
C11 0.522 0.620 -0.987  0.92
C12 0.302 1.952 -1.264  -0.49
S1 -1.306 2.443 -1.846  1.18
O3 -1.898 1.369 -2.585  -0.65
O4 -1.227 3.744 -2.442  -0.74
N2 -2.219 2.615 -0.450  -0.05
C13 -1.836 3.706 0.415  -0.44
C14 -2.961 3.925 1.430  -0.70
O5 -3.222 2.747 2.158  -0.44
C15 -3.589 1.690 1.300  -0.68
C16 -2.483 1.400 0.283  0.38
C17 1.289 2.882 -0.990  -1.06
C18 2.493 2.464 -0.471  -0.75
C19 2.765 1.107 -0.189  -0.26
N3 3.960 0.750 0.342  -0.04
C20 4.510 -0.595 0.322  -0.18
C21 6.010 -0.398 0.535  -0.74
C22 6.064 0.880 1.364  -0.80
C23 4.968 1.722 0.721  -0.95
C24 -1.841 -2.883 0.504  -0.43
H1 -4.433 -4.454 1.156  0.33
H2 -5.893 -3.560 1.598  0.42
H3 -5.416 -3.699 -0.098  0.33
H4 -3.864 -2.203 2.068  0.43
H5 -4.850 -1.445 0.807  0.28
H6 -4.108 -1.452 -1.539  0.35
H7 -2.205 -1.578 -3.085  0.34
H8 -0.078 -2.542 -2.376  0.39
H9 2.302 -4.046 -0.055  0.32
H10 1.368 -4.136 -1.563  0.35
H11 1.206 -1.505 0.635  0.29
H12 -0.259 -0.093 -1.206  0.28
H13 -1.694 4.585 -0.213  0.44
H14 -0.900 3.477 0.949  0.30
H15 -2.680 4.681 2.165  0.37
H16 -3.868 4.244 0.897  0.35
H17 -3.762 0.823 1.941  0.23
H18 -4.513 1.947 0.764  0.41
H19 -2.792 0.640 -0.433  -0.06
H20 -1.582 1.056 0.818  0.08
H21 1.106 3.921 -1.213  0.52
H22 3.256 3.202 -0.288  0.42
H23 4.300 -1.085 -0.629  0.18
H24 4.081 -1.192 1.137  0.19
H25 6.469 -1.249 1.034  0.40
H26 6.508 -0.244 -0.422  0.30
H27 7.035 1.370 1.331  0.39
H28 5.813 0.666 2.404  0.31
H29 4.550 2.458 1.414  0.47
H30 5.360 2.248 -0.160  0.40
H31 -1.710 -3.251 1.511  0.48

As for the HOMO energy: -8.03 eV. The calculation puts the HOMO-LUMO gap at 8.55 eV. The structure (SMILES) is CCc1cccc(OCC(=O)Nc2cc(S(=O)(=O)N3CCOCC3)ccc2N2CCCC2)c1.

---

## two
This record from the OMol25 dataset describes an isolated molecule of C24H31N3O5S. The level of theory is the ωB97M-V functional and the def2-TZVPD basis.

Each line ends with the Mulliken charge.
Cartesian coordinates (Å):
C1 -1.594 1.659 1.683  -0.51
C2 -1.553 0.788 2.939  -0.98
N1 -0.872 -0.478 2.753  0.28
C3 -1.387 -1.411 1.889  1.59
C4 -2.720 -1.331 1.448  -0.50
C5 -3.269 -2.286 0.624  -1.12
C6 -2.526 -3.379 0.191  0.20
N2 -3.167 -4.358 -0.597  -0.16
C7 -2.825 -5.030 -1.715  0.34
O1 -3.568 -5.873 -2.180  -0.68
C8 -1.499 -4.765 -2.430  -0.39
O2 -0.779 -3.591 -2.098  -0.32
C9 -1.386 -2.417 -2.308  0.16
O3 -2.478 -2.300 -2.801  -0.62
C10 -0.535 -1.279 -1.865  0.42
C11 -1.095 -0.004 -1.836  -0.95
C12 -0.333 1.075 -1.428  -0.71
C13 0.982 0.869 -1.057  0.52
S1 1.954 2.268 -0.501  1.36
O4 3.326 1.856 -0.391  -0.74
O5 1.335 2.832 0.665  -0.80
N3 1.691 3.328 -1.777  0.01
C14 1.860 4.734 -1.440  -0.72
C15 3.294 5.053 -1.857  -0.59
C16 3.419 4.270 -3.165  -0.64
C17 2.526 3.036 -2.937  -0.63
C18 1.554 -0.389 -1.090  -0.83
C19 0.793 -1.472 -1.491  -0.24
C20 -1.212 -3.488 0.626  -0.61
C21 -0.651 -2.515 1.429  -0.61
C22 0.431 -0.669 3.373  0.04
C23 1.554 -0.028 2.553  -0.53
C24 0.472 -0.174 4.823  -1.86
H1 -2.213 2.534 1.871  0.52
H2 -2.010 1.111 0.842  0.15
H3 -0.596 1.996 1.416  -0.04
H4 -1.037 1.340 3.720  0.41
H5 -2.573 0.601 3.298  0.42
H6 -3.356 -0.523 1.766  0.29
H7 -4.298 -2.189 0.309  0.42
H8 -4.130 -4.539 -0.334  0.26
H9 -1.741 -4.766 -3.500  0.34
H10 -0.819 -5.596 -2.223  0.33
H11 -2.125 0.114 -2.135  0.47
H12 -0.735 2.075 -1.390  0.60
H13 1.141 5.317 -2.024  0.39
H14 1.661 4.868 -0.379  0.36
H15 3.984 4.656 -1.112  0.26
H16 3.471 6.119 -1.983  0.41
H17 4.446 3.989 -3.386  0.31
H18 3.032 4.863 -3.994  0.30
H19 1.884 2.830 -3.797  0.35
H20 3.119 2.146 -2.719  0.38
H21 2.590 -0.494 -0.805  0.59
H22 1.218 -2.462 -1.522  0.52
H23 -0.614 -4.336 0.329  0.38
H24 0.385 -2.639 1.698  0.18
H25 0.594 -1.750 3.420  0.41
H26 1.576 -0.448 1.551  -0.18
H27 2.515 -0.207 3.028  0.59
H28 1.408 1.045 2.462  0.14
H29 1.317 -0.636 5.327  0.44
H30 -0.437 -0.456 5.350  0.42
H31 0.603 0.903 4.883  0.42

As for the HOMO energy: -7.33 eV. The calculation puts the HOMO-LUMO gap at 7.18 eV. The structure (SMILES) is CCN(c1ccc(NC(=O)COC(=O)c2ccc(S(=O)(=O)N3CCCC3)cc2)cc1)C(C)C.

---

Of all the structures shown, which is most stable? two, and one is the least stable.